Model i:
The following is a DFT calculation (ωB97M-V/def2-TZVPD) of a cluster of 13 separate species, C39H91N13O13 in total.

CARTESIAN COORDINATES (ANGSTROEM)
C 4.23673 1.50763 -3.84104
O 3.41692 1.22461 -2.95466
N 5.16233 2.47137 -3.80104
C 5.92641 2.76899 -4.99608
C 5.40296 3.34002 -2.65229
H 4.17311 1.05891 -4.85213
H 6.59381 3.61255 -4.79669
H 5.27680 3.14712 -5.78580
H 6.63857 2.00369 -5.30576
H 4.95329 3.10627 -1.69811
H 6.46153 3.58865 -2.59191
H 4.96099 4.32042 -2.90825
C 2.07029 3.91203 -1.59450
O 1.75547 4.59807 -2.56185
N 1.83199 4.27496 -0.31429
C 2.33442 3.45972 0.77682
C 1.08858 5.50606 0.01202
H 2.51064 2.90838 -1.67742
H 3.24847 3.91168 1.20662
H 2.65614 2.47119 0.46631
H 1.63214 3.39404 1.60886
H 1.20455 6.21256 -0.80452
H 0.04563 5.26822 0.22338
H 1.59526 5.95480 0.87205
C -5.14499 -0.03084 0.63418
O -3.99226 0.28156 0.94446
N -6.23480 0.22095 1.35527
C -7.41946 -0.66786 1.22464
C -6.20365 1.11470 2.52508
H -5.32402 -0.81994 -0.11784
H -7.94582 -0.37205 0.31432
H -8.08667 -0.57477 2.06863
H -7.08157 -1.69947 1.12608
H -7.21766 1.36725 2.80822
H -5.72146 0.60735 3.36260
H -5.67899 1.99439 2.15713
C 2.65447 -2.46742 -6.19338
O 3.40885 -3.06600 -6.96182
N 2.53933 -2.72770 -4.85908
C 1.77893 -1.83324 -4.00544
C 3.34445 -3.72499 -4.25879
H 2.15367 -1.52854 -6.48745
H 1.16303 -2.36289 -3.27558
H 1.31219 -1.03154 -4.56877
H 2.51936 -1.33404 -3.35400
H 4.37077 -3.40893 -4.05829
H 2.86910 -4.26815 -3.44372
H 3.47885 -4.52981 -4.99297
C 2.56212 -4.43487 1.60441
O 3.51732 -4.75195 2.27217
N 1.53962 -5.27940 1.38208
C 0.51990 -4.98617 0.41392
C 1.52754 -6.64258 1.79100
H 2.49401 -3.45625 1.12533
H 0.60024 -5.67501 -0.44482
H 0.37436 -3.96749 0.06258
H -0.49479 -5.29420 0.71698
H 1.40581 -7.30559 0.93198
H 2.36668 -6.87325 2.43657
H 0.63407 -6.83894 2.40158
C -0.56858 0.49811 0.66578
O 0.32002 0.52901 1.46848
N -0.41268 0.45472 -0.66337
C -1.59284 0.60319 -1.51400
C 0.85776 0.27389 -1.21919
H -1.61227 0.45458 0.99976
H -2.40270 -0.10705 -1.30601
H -1.24478 0.28705 -2.49951
H -2.03097 1.58883 -1.42216
H 1.53841 0.22424 -0.36386
H 1.09407 -0.61921 -1.78636
H 1.22958 1.17166 -1.71100
C 7.31202 -1.12239 3.01581
O 7.80416 -0.92107 4.11136
N 6.59134 -2.21430 2.69752
C 5.80134 -2.27127 1.48430
C 6.44285 -3.33319 3.57028
H 7.39771 -0.42897 2.16256
H 6.14172 -1.47111 0.82218
H 4.71993 -2.13919 1.58502
H 6.00113 -3.21570 0.97282
H 5.41793 -3.64396 3.78100
H 7.01923 -4.20540 3.23360
H 6.82030 -3.23909 4.59528
C 1.52669 2.22280 4.73971
O 1.07089 2.87052 5.65947
N 2.35042 1.14840 4.85662
C 2.50559 0.29511 3.70441
C 2.88963 0.68807 6.13299
H 1.35760 2.46218 3.67510
H 1.75802 -0.50887 3.82421
H 3.41187 -0.31145 3.78348
H 2.41546 0.73064 2.72058
H 2.17703 -0.11615 6.39953
H 3.90171 0.31159 6.09009
H 2.71651 1.41880 6.91494
C 0.78099 2.05617 -4.93957
O -0.09693 1.22043 -4.94757
N 1.31345 2.49268 -6.10138
C 2.11950 3.71411 -6.09293
C 1.11729 1.92320 -7.39448
H 1.20472 2.54915 -4.06027
H 1.70529 4.48922 -6.73330
H 3.14859 3.43187 -6.36191
H 2.23606 4.11491 -5.08281
H 0.51088 1.01769 -7.35288
H 0.71891 2.65719 -8.08576
H 2.06796 1.47519 -7.72061
C -4.72551 -1.43843 5.81555
O -4.11548 -0.65967 6.51237
N -4.31681 -1.80534 4.57357
C -3.17511 -1.24504 3.98958
C -4.88325 -2.91483 3.83018
H -5.69105 -1.90330 6.07412
H -2.29135 -1.89068 3.85837
H -2.71339 -0.38485 4.46980
H -3.37936 -0.92493 2.96154
H -5.72785 -3.26815 4.42739
H -5.27939 -2.62083 2.85319
H -4.14355 -3.69617 3.66675
C -3.09161 -6.12074 -0.47397
O -2.96356 -6.50858 -1.62180
N -3.04682 -4.82507 -0.09171
C -3.07061 -4.53000 1.34238
C -2.92896 -3.73815 -1.01996
H -3.16018 -6.81745 0.37779
H -2.31143 -3.73139 1.39540
H -2.70769 -5.29367 2.01687
H -4.03079 -4.06174 1.53342
H -3.69770 -2.97848 -0.87232
H -1.98739 -3.25341 -0.70574
H -2.78888 -4.00237 -2.05777
C -6.49217 2.98043 -2.82766
O -6.94909 3.03608 -3.92527
N -5.30910 2.39076 -2.49860
C -4.66347 2.84514 -1.28345
C -4.45684 1.70450 -3.41799
H -6.94136 3.53420 -1.98973
H -3.70454 2.34473 -1.15417
H -5.11034 2.52178 -0.34033
H -4.35732 3.89134 -1.26555
H -3.57045 2.25387 -3.76492
H -4.10736 0.80132 -2.91396
H -4.87078 1.43004 -4.38708
C -2.76892 3.00759 2.06301
O -2.53461 3.46600 0.97730
N -2.37164 3.41442 3.28579
C -3.01425 2.90802 4.47586
C -1.39106 4.47167 3.54414
H -3.46145 2.16349 2.21345
H -2.38679 2.24124 5.07916
H -3.88185 2.30467 4.19860
H -3.36516 3.68922 5.15415
H -1.93428 5.31664 3.96575
H -0.68711 4.12056 4.31009
H -0.76073 4.61448 2.67151

Results
**HOMO level**: -9.0 eV
**Frontier orbital gap**: 8.99 eV


Model ii:
The following is a DFT calculation (ωB97M-V/def2-TZVPD) of a cluster of 13 separate species, C39H91N13O13 in total.

CARTESIAN COORDINATES (ANGSTROEM)
C 2.94413 -2.33261 6.49007
O 3.27382 -2.97617 5.51802
N 3.64597 -1.23528 6.86717
C 3.20515 -0.42117 7.96643
C 4.87873 -0.76287 6.19175
H 2.05901 -2.46579 7.13118
H 2.19024 -0.68644 8.26254
H 3.33089 0.63981 7.75047
H 3.77110 -0.60595 8.87948
H 5.09883 -1.35276 5.30198
H 4.69034 0.23306 5.79085
H 5.72245 -0.79329 6.88118
C -4.97713 -6.39519 2.42766
O -5.44326 -7.18880 3.21440
N -4.99912 -6.57530 1.09069
C -5.67325 -7.74725 0.50947
C -4.31372 -5.57559 0.18543
H -4.43688 -5.47742 2.70701
H -5.88904 -8.53105 1.23555
H -5.11045 -8.22825 -0.29053
H -6.62249 -7.57002 0.00387
H -3.76608 -6.10589 -0.59366
H -5.06201 -5.03686 -0.39589
H -3.67673 -4.86706 0.71488
C -5.42086 6.89147 0.20503
O -6.59286 6.53515 0.25636
N -4.48145 6.20267 -0.45731
C -3.13429 6.71896 -0.57606
C -4.73921 4.97041 -1.18755
H -5.01986 7.81546 0.64959
H -2.83486 7.62463 -0.04862
H -3.04871 6.82422 -1.65759
H -2.36155 5.99940 -0.30550
H -5.58983 4.43740 -0.76275
H -4.91977 5.07246 -2.25763
H -3.85207 4.34149 -1.11315
C -7.72080 -0.12009 -4.45577
O -7.06910 0.54060 -5.23321
N -7.16922 -1.18299 -3.74875
C -5.79448 -1.66753 -4.03158
C -7.90085 -1.75383 -2.58661
H -8.76027 0.07043 -4.14692
H -5.05343 -1.26928 -3.33851
H -5.41162 -1.43152 -5.02446
H -5.76358 -2.75596 -3.98187
H -7.16678 -1.78178 -1.78134
H -8.69273 -1.09418 -2.23181
H -8.31565 -2.75627 -2.69217
C 8.16364 -0.91139 -1.79188
O 8.61408 -1.70094 -2.61253
N 7.74527 -1.31810 -0.54269
C 7.57561 -0.34253 0.51377
C 7.66833 -2.69548 -0.07626
H 8.07746 0.17060 -1.97648
H 6.63587 -0.62576 0.98787
H 7.51121 0.69951 0.20056
H 8.31065 -0.49580 1.30391
H 8.23953 -2.89997 0.82929
H 6.61203 -2.85161 0.14274
H 8.12316 -3.34635 -0.82298
C 5.58998 4.61841 -4.20775
O 5.44794 3.48880 -3.67306
N 6.08350 4.82814 -5.48867
C 6.21967 6.07857 -6.25437
C 6.71300 3.71159 -6.23879
H 5.20812 5.53194 -3.72623
H 5.75205 5.99022 -7.23500
H 7.22988 6.43827 -6.44975
H 5.62680 6.86123 -5.78102
H 7.78033 3.85959 -6.40309
H 6.75303 2.81183 -5.62483
H 6.22466 3.36465 -7.14942
C 6.15765 -7.79325 1.53082
O 7.39352 -7.88106 1.40821
N 5.27009 -7.61169 0.50141
C 3.80180 -7.81741 0.72083
C 5.67530 -7.55946 -0.89477
H 5.57701 -7.91875 2.45781
H 3.24116 -6.88265 0.72041
H 3.69229 -8.20189 1.73487
H 3.33490 -8.51014 0.02065
H 5.18748 -6.80385 -1.51053
H 6.73053 -7.57582 -1.16739
H 5.47592 -8.59799 -1.15897
C 0.60864 3.86139 4.10507
O -0.15883 4.12611 5.02132
N 1.19539 4.86021 3.40125
C 1.91376 4.54005 2.14740
C 0.93559 6.30855 3.62815
H 0.89630 2.82713 3.86062
H 1.38653 5.00039 1.31180
H 1.98767 3.46117 2.01086
H 2.95423 4.85880 2.21003
H 1.83499 6.88460 3.84575
H 0.43570 6.75022 2.76610
H 0.27529 6.52397 4.46821
C -1.24242 2.36575 -8.03296
O -1.74193 1.78136 -9.00881
N -0.23148 3.25097 -8.26072
C 0.40468 4.00373 -7.15276
C 0.22138 3.68463 -9.61551
H -1.52509 2.26742 -6.97342
H 1.48233 4.12665 -7.26072
H 0.17600 3.51616 -6.20509
H -0.00630 5.01160 -7.09435
H 1.29261 3.61687 -9.80522
H -0.26202 3.05393 -10.36158
H -0.07231 4.72168 -9.77790
C 1.03609 -2.99164 -7.23765
O 1.15814 -3.37199 -6.06797
N 2.12237 -2.57807 -7.93129
C 2.07389 -2.21706 -9.35038
C 3.45530 -2.33358 -7.33998
H 0.17304 -3.00583 -7.92114
H 1.72316 -1.18831 -9.43247
H 1.22835 -2.71297 -9.82707
H 3.03040 -2.34647 -9.85680
H 3.43657 -2.05296 -6.28689
H 4.23150 -3.07908 -7.51274
H 3.63489 -1.36428 -7.80505
C -2.86333 -0.87199 7.79721
O -2.96763 -1.74865 6.91490
N -2.69196 -1.20184 9.05300
C -2.34839 -2.58970 9.49742
C -2.59280 -0.16038 10.13537
H -2.89533 0.21368 7.61691
H -2.91579 -2.72392 10.41837
H -1.29491 -2.73103 9.73890
H -2.64387 -3.36859 8.79449
H -1.56305 -0.04552 10.47376
H -2.86364 0.81887 9.74061
H -3.23658 -0.27177 11.00786
C -6.44254 4.12861 6.37326
O -6.81752 4.33180 7.52646
N -6.84925 3.11655 5.55859
C -6.22210 2.80025 4.32964
C -7.90503 2.23924 5.97877
H -5.60762 4.66903 5.90097
H -5.80132 1.79612 4.27704
H -5.36542 3.42389 4.07416
H -6.85939 2.97441 3.46267
H -7.44497 1.40428 6.50724
H -8.59241 2.61209 6.73811
H -8.53948 1.95967 5.13770
C 0.02446 0.12151 -0.89709
O -0.69145 0.88094 -1.41082
N -0.30350 -0.48465 0.26346
C 0.54941 -1.58487 0.75748
C -1.51743 -0.14718 1.02863
H 0.94965 -0.21227 -1.39188
H 1.41620 -1.64213 0.09908
H 0.12023 -2.58510 0.69871
H 0.89982 -1.33047 1.75778
H -1.23965 0.04834 2.06435
H -2.16309 0.66530 0.69531
H -2.25459 -0.94978 1.00557

Results
**HOMO level**: -9.1 eV
**Frontier orbital gap**: 9.02 eV


Relative energies in kcal/mol: model i 0.0; model ii 55.6